The following is a DFT calculation (ωB97M-V with the def2-TZVPD basis set) of H2O2S2 in the gas phase in a non-equilibrium geometry.

Each line ends with the Mulliken charge.
Element x y z (Å)
O1 0.3228 -0.3503 -1.3385  -0.418
S1 0.8776 -1.5304 -0.3699  0.061
S2 -0.0768 -1.2013 1.4358  0.116
O2 0.6507 0.1607 2.0404  -0.466
H1 -0.4318 -0.7320 -1.6604  0.336
H2 0.6205 0.8907 1.2750  0.371

## Properties
Max |F|, eV/A: 3.97
Structure (SMILES): OSSO
Energy relative to the best compared isomer or geometry (same formula, charge and spin), kcal/mol: 8.61
HOMO-LUMO gap, eV: 9.60
Electronic energy, Ha: -948.007084
LUMO level, eV: 0.3
HOMO energy, eV: -9.2